Record 1
The following is a DFT calculation (wB97M-V/def2-TZVPD) of a molecular structure, C4HGaLiO5.

Element x y z (Å)
1 O -1.747 1.514 1.244
2 C -0.401 0.795 -1.031
3 C 0.787 0.681 -1.669
4 O 1.870 0.120 -1.127
5 Li -0.104 -1.971 -0.349
6 O -1.441 -0.516 2.011
7 C 2.643 -1.115 -0.250
8 H 0.973 1.343 -2.520
9 O 1.769 -1.946 -0.196
10 O -0.745 -0.079 -0.029
11 C -1.396 0.325 1.077
12 Ga -2.206 0.850 2.839

Properties
HOMO energy (alpha / beta), eV: -17.98 / -17.83
Kohn-Sham gap (alpha / beta), eV: 5.890 / 6.589
Total charge: +2
Relative energy (zero: lowest compared OMol25 entry of this formula, charge and spin), kcal per mole: 62.4
Multiplicity: 2


Record 2
The following is a DFT calculation (wB97M-V/def2-TZVPD) of 15 unconnected molecules or ions with the total composition C56H145N23O20.

Element x y z (Å)
1 H -1.759 5.015 0.600
2 H -0.729 -3.976 -1.938
3 C -6.063 -3.397 -4.405
4 N 0.340 4.963 -1.387
5 H 3.954 2.408 10.548
6 C -2.565 -3.429 3.620
7 C 7.899 -1.551 -8.585
8 C -0.800 -4.393 0.327
9 H -7.337 4.607 2.319
10 N -7.086 1.900 -3.469
11 H 7.655 2.095 -0.585
12 C -2.385 4.994 2.494
13 O -0.296 -2.748 2.028
14 H 0.907 0.159 1.382
15 H 4.843 2.990 4.022
16 H -6.140 -4.061 -5.266
17 C 5.731 2.738 -2.892
18 H -0.653 4.248 1.739
19 C -5.839 3.527 1.470
20 H -4.479 8.953 -0.865
21 O -5.783 4.145 0.425
22 H 1.454 0.357 -2.920
23 H -1.012 -2.453 6.108
24 C 3.050 -4.048 -5.967
25 H -3.536 0.031 -4.563
26 O -2.244 4.573 3.639
27 H 4.901 -2.924 -7.215
28 H 4.356 1.379 8.387
29 H 3.075 -5.024 -6.452
30 H -5.174 0.394 -4.755
31 H 4.777 3.079 -4.803
32 H 2.717 -1.941 -6.524
33 H 3.903 4.167 4.880
34 N -1.108 -3.769 1.685
35 H 2.951 3.424 -1.603
36 C 6.647 -1.802 -2.583
37 C 0.018 -0.348 -4.234
38 H -3.905 -2.677 0.624
39 C 2.286 -0.712 4.606
40 C -4.874 -1.319 -3.398
41 N 6.657 -0.511 -2.510
42 O 5.061 1.015 -4.567
43 H -1.340 -3.799 9.848
44 C 2.510 3.128 2.765
45 H 3.267 3.776 9.755
46 O -0.164 -2.891 8.567
47 C 5.787 3.200 -0.417
48 O -0.780 -0.199 -5.163
49 H -1.518 -0.775 6.309
50 C 4.198 -1.939 -8.888
51 H 2.816 -0.544 0.171
52 O -3.511 2.071 -0.381
53 H -6.674 -2.958 -0.323
54 C 4.380 -1.772 5.016
55 H -0.590 -2.357 10.646
56 H -0.878 1.736 -1.067
57 C 4.265 2.464 8.352
58 H 4.249 1.357 5.820
59 O 2.994 -1.919 4.649
60 H 1.110 -2.004 6.690
61 C 1.875 -0.994 -0.145
62 H -2.483 -1.701 1.058
63 H -4.487 2.149 1.050
64 H -3.537 1.599 4.639
65 H 6.063 3.763 -3.055
66 C 1.110 4.043 -1.838
67 H -1.512 -6.070 -0.867
68 H -5.514 -4.061 -3.738
69 N -6.230 2.556 -1.653
70 H 2.685 0.127 5.176
71 H -7.108 1.044 -2.935
72 H 4.942 1.651 -1.448
73 H 4.390 -0.393 -5.872
74 C 2.903 -2.902 -7.002
75 C -8.575 -1.859 -2.026
76 H 1.170 -3.856 0.344
77 H 6.382 -1.348 -4.523
78 H 2.006 -2.961 -7.618
79 H 0.276 2.119 10.511
80 C -0.806 -1.528 6.646
81 H -3.234 2.614 -2.384
82 H -2.150 3.430 -1.229
83 C 3.478 2.716 9.617
84 O 2.115 2.144 9.447
85 H 0.400 -1.958 4.446
86 H 2.640 4.210 2.735
87 C -1.078 -3.618 -0.969
88 H 2.135 -4.153 -5.383
89 H -2.097 -2.057 8.178
90 H 1.198 3.632 10.615
91 H -3.717 -5.024 -0.490
92 H 6.511 -3.080 -4.062
93 H -5.051 2.057 2.676
94 H 0.781 1.376 -4.198
95 H 0.931 -5.254 -0.716
96 H -1.621 -0.686 3.147
97 H -1.274 -6.486 0.707
98 C -5.160 -2.205 -4.672
99 H 3.188 2.602 2.094
100 C -3.152 3.030 -1.379
101 O 6.350 0.879 0.311
102 O 1.878 -1.245 -1.564
103 C 3.035 -2.069 -1.850
104 N -5.143 6.704 -0.656
105 H 5.717 -0.881 -10.102
106 H -5.762 -3.755 -1.595
107 C 4.113 0.603 -5.525
108 H 6.384 0.312 2.358
109 C -1.785 1.241 3.712
110 H 3.602 -5.195 -3.546
111 C 3.978 3.099 4.676
112 N 0.891 0.478 -3.749
113 H -6.556 3.499 3.378
114 H -3.697 -3.090 -2.674
115 H -3.085 -5.692 2.402
116 H -4.439 -4.806 1.933
117 H 3.638 -2.312 -9.745
118 O 6.831 -2.595 -1.700
119 C 0.678 -4.825 0.253
120 H -2.777 8.588 -1.139
121 H -2.518 2.930 4.258
122 N 0.125 -1.388 -3.585
123 H 5.463 2.487 6.088
124 N -6.160 -1.186 -2.635
125 H -0.392 -2.167 -3.967
126 H -3.500 -6.547 0.389
127 N -5.197 2.379 1.730
128 C 6.865 2.189 0.160
129 H 0.755 -1.421 -2.796
130 H -3.934 -1.754 2.102
131 N 4.106 -2.903 -7.837
132 H -0.418 -0.382 -1.197
133 H -2.356 -4.394 4.081
134 H -4.255 -2.548 -5.174
135 O 2.823 2.664 4.085
136 H -3.138 0.006 3.713
137 C -1.702 -5.668 0.128
138 C -6.642 2.917 -2.813
139 C -1.045 -1.779 8.109
140 H 2.562 -0.425 3.591
141 H -3.144 6.038 1.133
142 H -0.812 -0.928 8.749
143 C -2.522 -3.555 2.060
144 H 8.316 -0.902 -9.355
145 H -3.605 -3.323 3.928
146 O -6.034 -0.513 -1.487
147 H -3.104 0.370 0.247
148 H 6.905 -0.287 -1.557
149 C 4.715 2.303 -4.040
150 N -1.482 4.791 1.545
151 H -5.817 -1.209 -0.863
152 H 8.301 -1.416 -7.581
153 H 5.025 -5.355 -4.691
154 C 5.733 0.622 1.541
155 H -3.907 3.782 -1.149
156 H 0.666 5.714 -0.796
157 C -2.645 0.990 -0.523
158 N 2.245 4.055 -1.250
159 O 0.770 3.147 -2.576
160 C -7.208 -2.318 -2.395
161 H 3.626 3.957 7.213
162 N 5.059 2.645 -1.578
163 H 5.990 -2.697 -9.944
164 N -6.616 3.914 2.459
165 H -8.649 -1.621 -0.965
166 N 3.583 2.952 7.122
167 H -5.608 -1.581 -5.445
168 H 3.692 2.280 -3.664
169 H -5.408 5.823 -0.239
170 H 6.121 0.056 -3.151
171 C -3.373 -4.894 1.718
172 H 4.052 1.337 -6.328
173 H 1.660 -1.851 0.493
174 H 1.488 2.834 2.526
175 H -7.552 -4.080 -1.316
176 H 2.429 4.817 -0.613
177 N 6.417 -2.097 -3.846
178 H 5.299 2.798 8.440
179 C -3.281 -2.332 1.449
180 H 1.682 2.179 11.493
181 C -1.192 1.168 -0.192
182 H -2.683 0.489 -1.490
183 H -5.788 7.442 -0.900
184 H -1.095 1.657 0.778
185 C -3.790 -2.006 -2.600
186 H 6.144 4.225 -0.517
187 C -7.334 -3.021 -3.708
188 H 7.379 2.562 1.046
189 O -0.713 1.716 3.312
190 H -0.563 4.955 -1.840
191 N 0.604 -1.187 6.378
192 H -8.968 -1.106 -2.710
193 H 0.337 -3.813 10.272
194 H -2.907 -1.680 -3.149
195 C -3.166 -5.512 0.313
196 C 1.277 2.546 10.550
197 O 4.089 -3.725 -5.073
198 N -3.720 8.290 -0.934
199 C 4.385 2.432 5.937
200 H 5.027 -0.204 1.461
201 H 8.047 -2.555 -8.983
202 H 4.865 -0.936 4.511
203 H 4.978 -4.322 -3.252
204 H 3.979 -1.623 -1.536
205 H -3.880 -1.872 -1.522
206 N -2.759 1.961 4.107
207 C 4.396 -4.691 -4.097
208 H -6.043 3.297 -0.994
209 H -4.318 0.802 -3.163
210 C -3.856 6.977 -0.759
211 O 6.472 -1.455 -8.317
212 O -6.588 4.085 -3.211
213 C 0.883 0.155 0.292
214 N -2.129 0.014 3.669
215 N -3.287 5.850 2.115
216 C -4.459 0.101 -3.986
217 H 1.291 1.125 0.005
218 H 0.191 -0.213 4.619
219 H -1.998 -2.679 4.173
220 H 4.451 -1.465 6.059
221 N -0.463 -0.110 -0.225
222 C 0.827 -1.057 4.887
223 H -2.095 -3.239 -1.073
224 C -0.461 -3.159 9.920
225 H 3.141 0.534 -5.038
226 H -7.828 -2.409 -4.463
227 H -7.416 1.936 -4.423
228 H 2.865 -3.014 -1.334
229 H -3.979 6.281 2.711
230 H -0.602 -2.051 1.444
231 O -2.908 6.213 -0.679
232 H -9.288 -2.660 -2.223
233 H 0.984 -5.585 0.972
234 H -0.533 -2.675 -0.925
235 H 6.685 2.220 -2.990
236 H 3.897 -0.965 -8.504
237 H 3.174 -2.265 -2.914
238 H 5.205 1.505 1.904
239 H -7.956 -3.909 -3.603
240 C -6.741 -3.352 -1.337
241 H -5.884 1.620 -1.498
242 H 4.915 -2.703 4.829
243 C 5.659 -1.771 -9.475
244 H 5.016 3.119 0.349

Properties
HOMO energy, eV: -8.15
Kohn-Sham gap, eV: 8.406


Record 3
The following is a DFT calculation (wB97M-V/def2-TZVPD) of C18H15BrN4O3 in the gas phase.

Element x y z (Å)
1 Br -6.384 0.266 0.178
2 C -3.496 0.404 -0.497
3 C 0.678 0.973 -1.687
4 H 0.268 1.770 -2.304
5 N 3.340 -0.045 -0.922
6 H 4.204 0.074 -1.436
7 C -0.532 -1.922 1.643
8 H -1.385 -2.073 2.290
9 C 3.079 2.863 1.328
10 H 2.640 -0.771 1.736
11 C 1.036 2.672 0.091
12 C -0.620 -2.244 0.295
13 C 1.645 -1.497 -0.019
14 O 3.278 -2.186 -1.612
15 H -4.696 -2.522 0.287
16 H 0.710 -1.167 3.210
17 N -3.393 1.797 -0.742
18 C 0.477 -2.048 -0.528
19 O -4.423 2.437 -0.694
20 O -2.296 2.254 -0.973
21 C 1.522 1.571 -0.606
22 C -4.173 -1.629 0.012
23 C 1.728 -1.182 1.331
24 H -0.167 0.438 -1.256
25 C 2.795 1.098 -0.285
26 H -2.372 -3.516 0.321
27 N -2.442 -0.400 -0.592
28 C 2.814 -1.292 -0.932
29 H 1.248 0.294 -2.316
30 H 4.568 1.393 0.871
31 N -2.860 -1.604 -0.287
32 C -4.638 -0.333 -0.115
33 H 0.430 -2.306 -1.575
34 H -1.790 -3.071 -1.304
35 C 1.796 3.309 1.053
36 C 0.643 -1.407 2.160
37 H 0.044 3.027 -0.147
38 H 1.397 4.163 1.579
39 C 3.573 1.759 0.661
40 H 3.689 3.368 2.061
41 C -1.932 -2.715 -0.278

Properties
HOMO energy, eV: -8.81
Kohn-Sham gap, eV: 8.379


Record 4
The following is a DFT calculation (wB97M-V/def2-TZVPD) of a molecular structure, C4H6BF4KO3.

Element x y z (Å)
1 H -0.881 -3.144 -2.907
2 F 0.047 4.614 3.151
3 K 0.345 3.455 0.252
4 H -0.608 -3.304 -0.366
5 C 1.383 -2.421 -0.323
6 O 1.353 -1.027 0.039
7 O -0.596 -1.346 -0.960
8 F -1.410 4.974 1.371
9 H 0.488 -4.166 -2.448
10 H 1.556 -3.026 0.561
11 C 0.086 -3.154 -2.405
12 O -0.170 0.613 0.030
13 C 0.162 -0.494 -0.268
14 B -1.218 5.162 2.782
15 F -2.217 4.460 3.466
16 H 0.735 -2.504 -3.003
17 H 2.201 -2.559 -1.032
18 C 0.008 -2.655 -0.989
19 F -1.264 6.521 3.049

Properties
HOMO energy, eV: -10.89
Kohn-Sham gap, eV: 10.286
Relative energy (zero: lowest compared OMol25 entry of this formula, charge and spin), kcal per mole: 0.0


Record 5
The following is a DFT calculation (wB97M-V/def2-TZVPD) of 2 unconnected molecules or ions with the total composition C3H9BrOSSi.

Element x y z (Å)
1 Br 3.872 0.888 0.542
2 H -0.983 -1.559 -1.971
3 Si -0.030 -0.556 0.066
4 H -0.502 -0.568 2.557
5 H 0.976 1.738 -0.357
6 H -1.658 0.361 1.826
7 C -1.417 -1.112 -1.062
8 H -0.796 1.787 -0.438
9 O 1.170 -1.516 0.027
10 H 0.045 1.037 2.098
11 H 0.181 1.179 -1.755
12 C 0.094 1.244 -0.669
13 H -2.048 -1.941 -0.774
14 H -2.167 -0.304 -1.314
15 S 3.792 -0.859 -0.624
16 C -0.530 0.180 1.850

Properties
HOMO energy (alpha / beta), eV: -8.90 / -8.77
Kohn-Sham gap (alpha / beta), eV: 4.886 / 4.690
Relative energy (zero: lowest compared OMol25 entry of this formula, charge and spin), kcal per mole: 41.4


Record 6
The following is a DFT calculation (wB97M-V/def2-TZVPD) of C22H22ClF2NO4 in the gas phase.

Element x y z (Å)
1 N -3.796 0.336 0.049
2 H -0.942 2.150 1.791
3 C -3.494 -0.983 -0.224
4 H 2.784 -1.155 -2.041
5 C 3.159 2.129 1.291
6 H -3.447 -6.791 -1.405
7 C -0.570 1.673 0.899
8 C -1.513 1.206 0.001
9 O -3.412 2.445 0.700
10 H 2.207 1.734 3.829
11 H 2.809 1.255 -2.723
12 C -2.957 1.401 0.291
13 C 1.563 1.317 3.057
14 O -3.682 -5.887 -1.146
15 C 0.299 0.499 -1.396
16 C 1.704 2.128 1.761
17 H -1.669 -1.076 0.933
18 C 2.736 0.557 -0.657
19 O -1.504 -5.491 -1.447
20 H 1.230 4.143 1.106
21 H 4.587 0.790 0.409
22 C -2.605 -5.098 -1.172
23 H -5.277 -1.293 -1.397
24 H 1.838 0.278 2.901
25 C 2.954 -0.930 -0.994
26 C -4.097 -3.056 -1.279
27 H 3.815 2.314 2.144
28 H 2.302 -1.560 -0.393
29 C -2.352 -1.602 0.288
30 H 3.185 2.494 -1.537
31 H 0.352 3.660 2.554
32 C -2.939 -3.689 -0.825
33 H 4.366 1.232 -1.904
34 F -0.982 -3.472 0.473
35 C -4.379 -1.736 -0.997
36 H -4.775 0.592 0.004
37 H 3.308 2.944 0.580
38 C 1.304 3.586 2.037
39 C -1.075 0.656 -1.204
40 O -1.979 0.301 -2.142
41 F -4.956 -3.727 -2.056
42 C 0.796 1.532 0.698
43 H 3.986 -1.197 -0.772
44 H 2.060 4.056 2.662
45 H -1.502 -0.021 -2.926
46 C 3.520 0.810 0.639
47 C 3.306 1.440 -1.776
48 C -2.086 -2.915 -0.037
49 H 0.538 1.342 3.418
50 C 1.259 0.869 -0.450
51 H 3.320 -0.004 1.338
52 Cl 0.703 -0.189 -2.955

Properties
HOMO energy, eV: -8.83
Kohn-Sham gap, eV: 9.011


Record 7
The following is a DFT calculation (wB97M-V/def2-TZVPD) of a gas-phase ion, C21H13N4O7 (charge -1).

Element x y z (Å)
1 C 2.958 -2.447 0.602
2 O -3.981 4.830 -1.413
3 O 1.912 0.938 1.167
4 C -0.097 1.804 -0.113
5 C -0.668 3.008 0.576
6 H -4.773 -3.734 0.978
7 O -3.446 3.748 -3.241
8 H 6.270 -3.212 0.883
9 O -1.081 0.833 0.338
10 C -2.092 3.449 -1.408
11 C 5.368 -2.606 0.802
12 C 5.460 -1.205 0.786
13 H 4.027 -4.313 0.750
14 H -3.149 0.242 0.862
15 H 1.970 -2.904 0.535
16 C -1.190 2.702 -2.194
17 C -3.918 -3.071 0.860
18 H -0.535 -3.142 0.303
19 C -1.834 3.580 -0.002
20 H -5.078 -1.249 1.063
21 O 0.846 1.744 -3.658
22 C 4.306 -0.431 0.701
23 N -0.774 3.008 1.924
24 C 4.116 -3.225 0.721
25 C -4.092 -1.682 0.912
26 H 6.433 -0.712 0.846
27 N -2.719 3.875 0.991
28 H 4.368 0.660 0.711
29 C -0.640 -0.433 0.273
30 C -1.712 -1.359 0.509
31 H 0.849 -1.391 -0.882
32 C 3.042 -1.046 0.599
33 O -2.057 3.512 2.158
34 C -1.543 -2.760 0.475
35 H 0.925 1.681 0.337
36 C 1.832 -0.193 0.584
37 H -1.281 2.694 -3.279
38 C -2.998 -0.832 0.772
39 N -3.247 4.048 -2.041
40 O 1.919 0.965 -1.917
41 H -2.488 -4.687 0.647
42 C -2.636 -3.606 0.662
43 C 0.665 -0.607 -0.148
44 N 0.921 1.536 -2.428
45 C -0.156 1.992 -1.601

Properties
HOMO energy, eV: -4.73
Kohn-Sham gap, eV: 6.292
Total charge: -1
Relative energy (zero: lowest compared OMol25 entry of this formula, charge and spin), kcal per mole: 0.0


| no. | maximum force (eV/A) |
| --- | --- |
| 1 | 8.3 |
| 2 | 9.7 |
| 3 | 2.1 |
| 4 | 0.9 |
| 5 | 5.7 |
| 6 | 1.0 |
| 7 | 3.6 |